9
Properties=species:S:1:pos:R:3 method="wB97M-V/def2-TZVPD" homo_ev=-9.02 total_charge=0 gap_ev=8.928 lumo_ev=-0.09
C 0.1408 0.0115 0.2208
C -1.0788 0.6412 -0.0210
O 2.6226 -0.1692 -0.1547
O 0.1101 -1.5814 -0.0240
S 1.5811 0.8032 0.0663
H -1.9801 0.2544 0.5630
H -1.1758 0.2668 -1.0530
H -1.0630 1.7605 -0.0331
H 0.8430 -1.9871 0.4357

***

64
Properties=species:S:1:pos:R:3 method="wB97M-V/def2-TZVPD" homo_ev="-7.45 / -8.71" total_charge=0 gap_ev="7.919 / 6.801" lumo_ev="0.47 / -1.91" spin_multiplicity=5
O 2.6363 -2.2116 -0.2139
C 2.3201 -3.5539 0.3277
C 3.3352 -4.2568 -0.5577
H 1.2653 -3.8480 0.1674
H 2.5615 -3.5904 1.4053
C 3.7346 -2.8222 -0.9642
H 2.8903 -4.8203 -1.3802
H 4.1457 -4.7972 -0.0603
C 3.6681 -2.5762 -2.4470
H 2.6570 -2.7616 -2.8244
H 4.3822 -3.2420 -2.9559
H 3.9674 -1.5400 -2.6395
C 5.0946 -2.4266 -0.3798
H 5.1240 -2.5948 0.7063
H 5.2846 -1.3682 -0.5986
H 5.8924 -3.0304 -0.8372
Co -0.3163 2.0950 0.2027
C -0.2349 3.4607 2.0756
C -1.3056 2.9133 2.8017
C -0.9940 1.5748 3.1324
H -2.1764 3.4624 3.1460
C 0.2818 1.2569 2.6222
C 0.7917 2.4275 1.9370
H 1.8342 2.5942 1.7103
H -0.1093 4.5182 1.8840
H -1.5731 0.9331 3.7889
H 0.8380 0.3331 2.7898
C -0.5420 3.8894 -0.5976
C 0.8443 3.5529 -0.4640
C 1.0838 2.3373 -1.1762
H 1.6033 4.1199 0.0656
C -0.1213 2.0202 -1.8778
C -1.1197 2.9670 -1.5252
H -2.1160 3.0469 -1.9402
H -1.0693 4.7351 -0.1581
H 2.0333 1.8214 -1.2558
H -0.2335 1.2520 -2.6423
O 0.4867 -2.3868 -1.8835
C 0.6517 -1.0565 -1.3356
C 0.2833 -1.1239 0.1424
H -0.1091 -0.4235 -1.8446
H 1.6520 -0.6709 -1.5771
C -0.8722 -2.1146 0.1160
H -0.0269 -0.1429 0.5336
H 1.0807 -1.5152 0.7794
C -0.7333 -2.8371 -1.2470
H -1.8002 -1.5315 0.1056
H -0.8760 -2.7580 1.0033
H -1.5721 -2.4913 -1.8885
H -0.7685 -3.9360 -1.1677
C -3.9182 2.6830 0.3229
C -3.3238 1.2881 0.4883
O -1.9578 1.2165 0.4667
C -3.9011 0.6821 1.8275
F -5.2188 0.3384 1.7476
F -3.2118 -0.4168 2.2245
F -3.8099 1.5956 2.8450
C -3.9288 0.3820 -0.6554
F -5.2193 0.7008 -0.9547
F -3.2049 0.5477 -1.8024
F -3.8924 -0.9471 -0.3632
H -3.4842 3.3580 1.0695
H -5.0049 2.6195 0.4559
H -3.6785 3.0691 -0.6753

***

22
Properties=species:S:1:pos:R:3 method="wB97M-V/def2-TZVPD" homo_ev=-13.96 total_charge=+1 gap_ev=11.155 lumo_ev=-2.81
C -1.5841 0.0444 1.5090
C -0.4912 0.1803 0.4832
C -0.8723 0.9694 -0.7549
C 0.3014 1.2831 -1.6359
N 0.8518 0.0416 -2.2364
N -0.1160 -1.2365 -0.0170
H -2.5429 -0.2152 1.0430
H -1.3399 -0.6539 2.2865
H -1.8059 1.0341 1.9221
H 0.4224 0.5235 0.9432
H -1.3929 1.8873 -0.4840
H -1.6131 0.3559 -1.2740
H 0.0313 1.9667 -2.4284
H 1.1010 1.8445 -1.1524
H 0.7650 0.0733 -3.2442
H 1.8353 -0.0595 -2.0119
H 0.7640 -1.4775 0.4408
H -0.8376 -1.8837 0.2947
H 0.0372 -1.1777 -1.0271
H 2.8224 -1.2278 2.0083
H 1.7831 -1.1356 3.1494
O 1.8809 -1.1368 2.1859

***

20
Properties=species:S:1:pos:R:3 method="wB97M-V/def2-TZVPD" homo_ev=-9.13 total_charge=0 smiles="C=CCCCCN" gap_ev=10.222 lumo_ev=1.09
C 0.3847 1.7380 -0.2134
C 1.0624 0.2907 -0.1566
C 0.2046 -0.7930 -0.7777
C -1.1602 -1.0719 -0.1556
C -1.1894 -1.4836 1.2837
C -0.0947 -1.5444 2.1428
N 0.4668 2.2079 -1.6234
H -0.5861 1.8079 0.1524
H 0.9202 2.4364 0.3728
H 1.3708 0.2461 0.8795
H 1.9699 0.2798 -0.7607
H 0.1086 -0.3135 -1.7351
H 0.7211 -1.7587 -1.0109
H -1.5871 -1.9469 -0.7676
H -1.7417 -0.2399 -0.4959
H -2.2128 -1.5199 1.7171
H 0.7567 -2.0171 1.6836
H -0.2461 -1.8903 3.1602
H -0.3814 2.7291 -1.9854
H 1.2334 2.8434 -1.7099

***

56
Properties=species:S:1:pos:R:3 method="wB97M-V/def2-TZVPD" homo_ev=-20.83 total_charge=+4 gap_ev=7.151 lumo_ev=-13.67
N 0.2978 -1.6274 -1.7979
C 0.8979 -2.5761 -2.1126
C 1.6796 -3.7486 -2.3372
H 2.7490 -3.4811 -2.3580
H 1.3968 -4.1879 -3.3046
H 1.4986 -4.4807 -1.5341
N -2.7046 0.2924 -1.2957
C -3.8644 0.2761 -1.3607
C -5.2864 0.2052 -1.3321
H -5.6495 -0.3045 -2.2363
H -5.7052 1.2219 -1.3127
H -5.6278 -0.3472 -0.4456
N 0.1407 2.2002 -0.7116
C 0.7911 3.1240 -0.4215
C 1.5739 4.2017 0.0844
H 1.1509 4.5473 1.0456
H 1.5569 5.0237 -0.6452
H 2.6180 3.8698 0.2318
Hf -0.5671 0.1865 -0.9931
C -1.5458 0.8535 1.1084
O -2.0089 1.2574 2.0937
C -1.7379 -1.7262 0.1857
O -2.5447 -2.4616 0.5561
C -0.6246 -0.3810 -4.0612
C 0.5800 0.2835 -3.7933
C 0.5582 1.6234 -3.3960
C -0.6661 2.2928 -3.2819
C -1.8585 1.6183 -3.5209
C -1.8371 0.2797 -3.9089
H -0.6161 -1.3808 -4.4981
H 1.5336 -0.1915 -4.0343
H 1.4963 2.1806 -3.3242
H -0.6939 3.3688 -3.1041
H -2.7973 2.1731 -3.5013
H -2.7605 -0.2233 -4.2018
C 0.2848 -2.7069 2.3240
N 0.1275 -1.2483 2.5560
C -0.0452 -0.8751 3.9655
C 1.2734 -0.8523 4.6747
C 2.2255 0.0779 3.9688
N 2.0012 0.1577 2.5219
C 3.0350 0.9199 1.8246
C 0.9868 -0.4179 1.8713
O 0.8014 -0.1389 0.6095
H 0.3944 -2.9374 1.2501
H -0.6130 -3.2061 2.7181
H 1.1709 -3.1022 2.8716
H -0.5148 0.1114 3.9847
H -0.7261 -1.5971 4.4043
H 1.7039 -1.8556 4.7252
H 1.1396 -0.5145 5.7058
H 3.2605 -0.2234 4.1657
H 2.1328 1.0913 4.3825
H 3.0221 1.9612 2.1785
H 4.0251 0.5108 2.0792
H 2.8918 0.8838 0.7370

***

28
Properties=species:S:1:pos:R:3 method="wB97M-V/def2-TZVPD" homo_ev=-7.66 total_charge=0 gap_ev=8.350 lumo_ev=0.69
C 0.3603 2.2896 1.8272
C -3.3961 1.2439 -1.0168
C 0.5380 -2.3808 -1.2080
C 0.4288 -2.0203 0.3240
C 1.5111 -1.3244 -1.7363
C -0.2446 -0.6190 0.5092
C 0.9162 0.0981 -1.6161
C 0.7120 0.3732 -0.1121
N 1.1109 1.4846 2.6550
N -3.5674 0.0826 -1.0260
O 0.1426 3.5002 2.5453
O -3.3141 2.3915 -0.7950
P 0.0017 2.0826 0.2121
H 0.9206 -3.4185 -1.2691
H -0.4414 -2.4123 -1.6410
H -0.3841 -2.6144 0.8354
H 1.3830 -1.8636 0.8327
H 2.5286 -1.4410 -1.2690
H 1.7438 -1.5489 -2.8516
H -1.2557 -0.7322 -0.0082
H -0.5055 -0.4722 1.5475
H 1.7881 0.7793 -1.9025
H 0.0405 0.1959 -2.1736
H 1.6874 0.4700 0.3982
H 1.1685 1.8837 3.6553
H 0.9147 0.5467 2.7611
H -4.2189 -0.4770 -1.5272
H -0.5688 3.9025 2.0496

***

Molar mass across the listed records, respectively: 92.12; 528.42; 107.18; 99.18; 563.96; 202.19 g mol⁻¹.
Calculated total energy across the listed records, respectively: -627.178889; -3102.484471; -345.937231; -291.083276; -1324.389406; -915.111141 a.u..
ΔE to the lowest compared entry with this formula, charge and spin across the listed records, respectively: 2.8639; 0.1426; 0.2306; 2.0537; 0.0000; 3.2174 eV.